{"formula": "C28H31Br4N3O5STeV", "method": "ωB97M-V with the def2-TZVPD basis set", "symbols": ["V", "C", "N", "C", "C", "C", "N", "C", "C", "H", "H", "H", "H", "H", "H", "H", "H", "H", "H", "H", "H", "H", "H", "H", "H", "Br", "C", "C", "Br", "C", "Br", "C", "O", "C", "O", "C", "Br", "O", "S", "O", "N", "C", "O", "C", "C", "C", "C", "C", "C", "H", "H", "H", "H", "C", "C", "C", "C", "C", "C", "Te", "C", "C", "C", "H", "H", "H", "H", "H", "H", "H", "H", "H", "H", "H"], "positions_angstrom": [[0.647, 0.188, 0.760], [1.162, 2.331, 3.204], [-0.036, 2.103, 2.413], [-0.611, 3.389, 2.046], [-1.040, 1.325, 3.129], [-0.690, -0.154, 3.297], [-0.678, -0.919, 2.046], [-0.249, -2.283, 2.353], [-2.020, -1.014, 1.472], [0.927, 2.852, 4.149], [1.857, 2.945, 2.628], [1.656, 1.390, 3.445], [-0.836, 3.994, 2.942], [-1.540, 3.249, 1.495], [0.085, 3.941, 1.414], [-1.972, 1.411, 2.563], [-1.218, 1.761, 4.133], [-1.424, -0.595, 3.995], [0.303, -0.252, 3.749], [-0.891, -2.739, 3.124], [0.782, -2.281, 2.710], [-0.310, -2.889, 1.447], [-2.707, -1.486, 2.190], [-1.982, -1.631, 0.573], [-2.417, -0.042, 1.179], [7.334, 1.335, -0.202], [5.675, 0.816, 0.532], [5.624, -0.014, 1.641], [7.220, -0.577, 2.479], [4.390, -0.427, 2.144], [4.271, -1.498, 3.710], [3.202, -0.042, 1.540], [2.006, -0.380, 1.886], [3.259, 0.851, 0.420], [2.120, 1.200, -0.055], [4.496, 1.261, -0.058], [4.494, 2.433, -1.544], [-4.294, 2.389, -2.150], [-3.466, 2.833, -1.058], [-4.142, 3.580, -0.022], [-2.652, 1.588, -0.376], [-1.347, 1.744, -0.566], [-0.506, 0.921, -0.119], [-0.934, 2.937, -1.299], [0.359, 3.349, -1.613], [0.523, 4.565, -2.250], [-0.576, 5.352, -2.586], [-1.869, 4.923, -2.300], [-2.025, 3.722, -1.655], [1.198, 2.726, -1.343], [1.519, 4.910, -2.488], [-0.428, 6.302, -3.076], [-2.733, 5.510, -2.569], [-2.910, -5.264, -3.803], [-1.917, -4.437, -3.041], [-1.912, -3.057, -3.136], [-0.958, -2.287, -2.486], [-1.029, -0.801, -2.618], [0.013, -2.903, -1.692], [1.574, -1.748, -0.765], [0.001, -4.296, -1.567], [1.011, -5.037, -0.742], [-0.959, -5.037, -2.240], [-3.709, -4.638, -4.193], [-3.346, -6.039, -3.175], [-2.417, -5.755, -4.643], [-2.671, -2.566, -3.729], [-1.641, -0.501, -3.464], [-0.034, -0.361, -2.722], [-1.491, -0.392, -1.720], [1.190, -4.540, 0.210], [1.966, -5.077, -1.263], [0.679, -6.054, -0.550], [-0.956, -6.115, -2.142]], "atomic_forces_ev_per_a": [[4.408, -3.171, 3.481], [0.270, -0.021, 0.308], [0.164, -0.464, -0.139], [-0.047, 0.160, -0.204], [-0.210, -0.254, 0.204], [-0.048, 0.458, 0.622], [-0.311, -0.109, 0.291], [0.408, -0.626, 0.101], [-0.623, 0.097, -0.232], [-0.030, 0.027, -0.107], [-0.009, -0.088, 0.030], [0.011, 0.050, -0.058], [0.043, -0.066, -0.070], [-0.031, 0.015, 0.036], [0.041, 0.016, 0.032], [0.019, 0.031, 0.143], [0.001, -0.123, -0.170], [0.139, 0.028, -0.142], [-0.141, -0.060, -0.047], [-0.050, 0.211, -0.087], [-0.060, 0.031, -0.111], [0.086, 0.090, 0.109], [0.074, 0.006, -0.021], [0.064, 0.009, 0.002], [0.059, -0.204, 0.111], [0.096, 0.056, -0.020], [0.247, -0.093, 0.131], [0.293, 0.105, -0.094], [0.041, -0.052, 0.047], [-0.336, -0.150, 0.295], [-0.175, 0.044, -0.184], [1.709, 0.454, -0.506], [0.584, -0.465, 2.297], [1.295, -0.428, 0.628], [-0.855, 0.998, -0.382], [-0.218, 0.112, -0.180], [-0.114, -0.015, 0.026], [0.454, 0.048, 0.031], [-0.870, 0.234, 0.073], [0.445, 0.027, -0.152], [0.941, 0.237, -0.370], [-1.892, -0.039, 0.031], [-5.871, 3.783, -4.700], [0.503, 1.061, -0.593], [-0.334, -0.441, 0.263], [-0.056, 0.256, -0.132], [-0.056, -0.190, 0.059], [-0.220, 0.219, -0.109], [0.162, -0.873, 0.477], [0.215, -0.080, 0.050], [0.053, 0.001, -0.011], [0.016, 0.069, -0.060], [-0.053, 0.134, -0.037], [0.056, 0.007, 0.015], [-0.013, -0.016, 0.059], [-0.032, -0.188, -0.021], [0.024, 0.095, 0.019], [-0.055, 0.170, -0.021], [0.327, 0.316, 0.191], [-0.224, -1.100, -0.894], [0.025, -0.122, 0.128], [0.024, 0.052, 0.079], [-0.137, 0.055, -0.119], [-0.106, -0.013, -0.065], [-0.059, -0.060, 0.013], [-0.059, -0.065, -0.090], [-0.070, 0.100, -0.121], [-0.122, -0.023, -0.134], [-0.048, -0.003, 0.067], [0.027, 0.013, -0.114], [0.059, 0.042, 0.022], [0.157, 0.000, 0.032], [-0.028, -0.155, -0.035], [0.022, -0.162, 0.030]], "largest_force_ev_per_a": 8.418, "total_energy_ha": -13532.45722, "spin_multiplicity": 3, "total_charge": -1, "lumo_energy_ev": [2.07, 1.89], "gap_ev": [6.231, 6.197]}